1.
Computed, not measured: a single CH5BNO6P molecule, with wB97M-V/def2-TZVPD.

Last column: Mulliken charge in e.
Atoms and positions in Å:
N  1.36357  -1.29278  -0.07322  -0.434
P  2.20479  -0.15917  -0.99388  0.208
O  3.23094  0.25448  0.21435  -0.488
O  1.09828  1.10722  -0.96348  -0.243
C  0.08189  1.19308  -0.08054  0.762
O  0.16229  1.59459  1.03288  -0.503
O  -1.08821  0.91167  -0.70737  -0.350
B  -2.11633  0.21438  -0.09876  0.583
O  -1.89032  -0.56341  1.01506  -0.448
O  -3.31219  0.29178  -0.75484  -0.497
H  1.85483  -1.66576  0.72712  0.239
H  0.87963  -2.00686  -0.59867  0.233
H  3.95917  0.78030  -0.13006  0.330
H  -2.45507  -0.37960  1.76903  0.302
H  -3.97327  -0.27991  -0.35763  0.306

Spin multiplicity ... 1
Orbital gap ... 0.3527 Eh
Charge ... 0
LUMO energy ... 0.00929 hartree

=====

2.
Computed, not measured: C10H31BClCoNO6 as an isolated structure in a non-equilibrium geometry, with wB97M-V/def2-TZVPD.

Last column: Löwdin spin population.
Atoms and positions in Å:
Co  5.08258  14.86266  3.98667  2.735
B  5.96414  16.75160  3.80735  0.046
H  4.90847  16.85946  4.00271  0.009
H  6.17179  16.10199  2.97120  0.018
H  6.43541  17.71844  3.72152  0.013
H  6.44320  16.30133  4.66291  0.010
Cl  3.84302  14.55962  1.93090  0.040
C  4.50598  11.06875  6.25704  0.000
C  3.51637  11.83224  5.33673  0.002
O  4.22934  12.64948  4.34872  0.016
O  5.00033  11.93624  7.26889  0.000
H  5.23500  10.62347  5.58003  0.000
H  3.97920  10.21777  6.68883  0.000
H  2.76510  12.36470  5.91998  0.000
H  3.00099  11.09856  4.71689  0.000
H  4.19192  12.15856  3.52458  0.000
H  5.78772  11.58902  7.69439  0.000
C  3.13650  15.21281  -1.80186  0.000
C  2.53765  13.79681  -1.53330  0.000
O  1.72046  13.83749  -0.29418  0.002
O  2.28131  15.91667  -2.62000  0.000
H  4.07196  15.11815  -2.35326  0.000
H  3.41403  15.67590  -0.85497  0.000
H  3.37715  13.12489  -1.35479  0.000
H  1.96828  13.41851  -2.38231  0.000
H  2.24461  14.30651  0.35918  0.002
H  1.45325  16.10211  -2.17109  0.000
C  7.38035  12.71571  2.87114  0.003
O  6.86701  13.57954  3.85712  0.025
C  7.67981  13.40077  5.08848  0.002
C  7.08626  14.24020  6.23110  0.003
N  5.60085  14.38123  5.95883  0.036
C  5.02653  15.32793  6.87072  0.002
C  3.47893  15.37925  6.55664  0.002
O  3.26750  15.34842  5.13735  0.022
C  1.94744  15.72555  4.84622  0.002
H  6.87282  12.89348  1.92304  0.000
H  7.26061  11.65516  3.09248  0.000
H  8.45377  12.88229  2.78105  0.001
H  8.70376  13.69149  4.85373  0.000
H  7.74574  12.33164  5.29024  0.000
H  7.65976  15.16065  6.12167  0.000
H  7.22945  13.71367  7.17469  0.001
H  5.29699  13.44809  6.19762  0.001
H  5.50244  16.29789  6.72652  0.001
H  5.28631  15.01552  7.88216  0.001
H  3.12995  16.25470  7.10427  0.000
H  3.01005  14.48484  6.96687  0.000
H  1.20058  15.10606  5.34275  0.000
H  1.91195  15.63355  3.76069  0.000
H  1.80958  16.77308  5.11416  0.000

Spin multiplicity ... 4
Orbital gap (alpha / beta) ... 0.3141 / 0.3133 Eh
Charge ... 0
ΔE to the lowest compared entry with this formula, charge and spin ... 0.676 eV
LUMO energy (alpha / beta) ... -0.00534 / -0.00539 hartree

=====

3.
Computed, not measured: a 3-piece molecular cluster, C3H12NO3 overall in a non-equilibrium geometry, with wB97M-V/def2-TZVPD.

Last column: Löwdin spin population.
Atoms and positions in Å:
C  0.61848  0.32401  -0.76031  0.042
O  -0.74526  0.25973  -0.91994  0.010
C  1.12057  -0.57358  0.43314  0.050
C  1.63998  0.34184  1.54423  0.428
N  0.03919  -1.42269  0.98888  0.017
H  1.04960  1.31606  -0.59864  0.016
H  1.08047  -0.01881  -1.72980  0.007
H  1.92016  -1.27529  0.17982  0.017
H  1.00735  1.19261  1.76276  0.075
H  1.93256  -0.17378  2.47068  0.124
H  2.61442  0.80268  1.28749  0.115
H  -0.12454  -1.10996  1.93914  0.032
H  -0.80970  -1.19361  0.47290  0.004
H  -1.69093  -2.48230  -1.70242  0.003
H  -1.58662  -0.95809  -1.69864  0.001
O  -2.20977  -1.70758  -1.93748  0.008
H  -1.77973  1.62755  -1.06883  0.003
H  -1.96315  2.51662  0.14643  0.018
O  -2.11306  2.53462  -0.80940  0.030

Spin multiplicity ... 2
Orbital gap (alpha / beta) ... 0.0875 / 0.2715 Eh
Charge ... -2
ΔE to the lowest compared entry with this formula, charge and spin ... 0.000 eV
LUMO energy (alpha / beta) ... 0.24150 / 0.23612 hartree

=====

4.
Computed, not measured: a 5-piece molecular cluster, C31H64Cl2F3I2N2O6PS2 overall in a non-equilibrium geometry, with wB97M-V/def2-TZVPD.

Last column: Mulliken charge in e.
Atoms and positions in Å:
C  -0.61746  -3.82937  3.28272  -0.317
C  -1.37818  -3.04819  2.74798  -1.160
C  -2.22430  -2.10233  1.93767  -0.863
C  -1.70975  -1.51207  0.56291  0.684
N  -2.87300  -0.61484  0.20399  -0.249
C  -2.97818  0.64459  0.94706  -0.013
C  -3.03739  1.84494  -0.07519  1.704
C  -4.53672  2.16804  -0.44594  -1.459
O  -0.63042  -0.60492  0.50857  0.602
C  0.61629  -0.77904  1.05899  0.869
Cl  1.12639  -2.51736  0.70310  0.060
C  0.68577  -0.73612  2.65147  -1.813
O  -0.48401  -0.11904  3.24409  -0.074
C  -0.27134  0.35594  4.49617  0.970
F  0.52047  -0.44459  5.25387  -0.279
F  -1.46974  0.40096  5.12653  -0.271
F  0.23889  1.60763  4.47241  -0.253
C  1.74436  0.24036  0.51283  -0.400
P  3.51040  -0.38784  0.99935  0.460
S  4.21821  -1.85050  -0.11354  -0.347
C  1.83031  0.33787  -1.05761  0.339
C  3.10905  1.12945  -1.54051  -2.209
C  0.63267  1.03624  -1.78601  0.794
C  0.75863  2.60438  -1.99065  -0.370
C  -0.63445  3.24244  -2.35821  -0.967
N  1.63587  1.62831  1.00199  0.268
S  0.07459  2.32446  1.25893  0.030
Cl  2.71967  2.18156  2.21904  -0.082
C  -1.84021  -2.52194  -0.68803  -1.913
I  -1.47471  -4.61093  -0.29248  0.076
C  -0.96937  -2.08087  -1.94004  0.691
C  -0.59075  -3.25268  -2.92834  -1.727
I  -2.29007  -0.80966  -3.16104  0.057
H  0.11235  -4.30000  3.93440  0.448
H  -3.15912  -2.65831  1.69222  0.909
H  -2.55636  -1.32700  2.66139  0.403
H  -3.73603  -1.13440  0.32534  0.366
H  -2.27821  0.82546  1.78035  -0.552
H  -3.99260  0.65878  1.42005  0.609
H  -2.64913  2.75760  0.41665  -0.425
H  -2.54701  1.59797  -1.03029  -1.106
H  -4.63523  3.25115  -0.68988  0.306
H  -5.23664  1.98100  0.39194  0.365
H  -4.85450  1.62820  -1.36319  0.316
H  1.57545  -0.20187  3.03534  0.634
H  0.75711  -1.75879  3.07041  0.333
H  3.54987  -0.77466  2.35925  0.124
H  4.45518  0.64237  0.74912  0.133
H  1.96526  -0.67776  -1.49426  0.704
H  4.04770  0.55987  -1.44077  0.570
H  3.03778  1.34074  -2.62599  0.389
H  3.22095  2.05507  -0.94097  0.110
H  0.60912  0.63043  -2.82371  0.717
H  -0.37687  0.87912  -1.36916  -1.763
H  1.39291  2.78149  -2.88707  0.481
H  1.25159  3.11136  -1.14365  0.263
H  -0.48930  3.93251  -3.22069  0.477
H  -1.07136  3.83130  -1.53104  0.019
H  -1.31785  2.45039  -2.73163  0.154
H  0.29490  3.26834  2.22136  0.214
H  -2.87624  -2.52476  -1.07259  0.883
H  -0.02274  -1.58361  -1.68418  -0.356
H  -1.46542  -3.86163  -3.21652  0.451
H  -0.26746  -2.73711  -3.86287  0.490
H  0.28540  -3.83524  -2.59421  0.456
C  6.37772  3.57735  -3.82502  -1.345
C  6.36577  2.96081  -2.43471  0.587
C  7.75873  2.94591  -1.82366  -1.403
O  5.85776  1.62948  -2.50443  -0.438
H  7.01598  2.99869  -4.49923  0.334
H  5.37384  3.57388  -4.25385  0.320
H  6.74260  4.60607  -3.79880  0.393
H  5.68835  3.52469  -1.78960  0.243
H  8.44188  2.34675  -2.43265  0.341
H  7.73632  2.49361  -0.83036  0.330
H  8.16433  3.95606  -1.73831  0.393
H  6.44549  1.11619  -3.07165  0.274
C  -1.63841  6.97913  1.37180  -1.195
C  -2.97263  6.68829  0.70163  0.327
C  -4.13548  7.21522  1.52828  -1.354
O  -3.11651  5.28159  0.51227  -0.392
H  -1.58225  6.49064  2.34968  0.280
H  -0.81503  6.58771  0.77079  0.271
H  -1.49026  8.05184  1.51060  0.410
H  -2.99153  7.14468  -0.28979  0.276
H  -4.16071  6.73483  2.51099  0.345
H  -5.08511  6.99159  1.03894  0.321
H  -4.06212  8.29511  1.67126  0.411
H  -3.10162  4.86316  1.38134  0.259
C  -4.29572  -4.71155  5.19282  -1.198
C  -5.07022  -3.60741  4.49104  0.645
C  -6.50866  -3.54152  4.98081  -1.464
O  -5.05267  -3.83216  3.08114  -0.490
H  -4.74664  -5.68807  4.99190  0.340
H  -3.26880  -4.75104  4.82427  0.201
H  -4.27403  -4.55430  6.27311  0.378
H  -4.57911  -2.64749  4.66536  0.231
H  -7.03125  -4.47994  4.77331  0.355
H  -7.05423  -2.75072  4.46239  0.362
H  -6.55228  -3.34958  6.05461  0.372
H  -5.48299  -4.67823  2.91126  0.302
C  4.28403  -5.71211  -5.11430  -1.386
C  3.24125  -5.22491  -4.11993  0.510
C  3.10490  -6.18814  -2.95043  -1.216
O  1.98238  -5.07593  -4.77799  -0.512
H  3.99746  -6.68219  -5.53143  0.356
H  4.36903  -5.01685  -5.95157  0.327
H  5.26360  -5.81233  -4.64276  0.374
H  3.51997  -4.23651  -3.74927  0.262
H  2.78275  -7.17775  -3.28855  0.352
H  2.34843  -5.83146  -2.24820  0.255
H  4.05171  -6.29502  -2.41755  0.363
H  1.71896  -5.94098  -5.11285  0.334

Spin multiplicity ... 1
Orbital gap ... 0.2929 Eh
Charge ... 0
LUMO energy ... -0.00749 hartree